# 1
Below is C14H22O11Rb3 as an isolated structure, with properties calculated with ωB97M-V/def2-TZVPD.

For the energy relative to the best compared isomer or geometry (same formula, charge and spin), the calculation gives 227.65 kcal per mole. The charge is +1. As for the molar mass: 622.72 g/mol. Its gap between HOMO and LUMO is 2.16 eV. The largest force on an atom comes out at 0.0817 hartree/bohr. The total energy comes out at -1446.0173 Eh.

```
50
C14H22O11Rb3 | the Open Molecules 2025 dataset | ωB97M-V/def2-TZVPD
Rb -17.695 -2.786 -16.401
Rb -23.928 -5.014 -19.448
Rb -21.349 -7.263 -25.070
O -21.821 -2.068 -22.664
C -21.704 -0.642 -22.508
C -21.690 0.130 -21.121
O -20.776 -0.198 -20.091
H -22.392 -0.277 -23.271
H -20.811 -0.358 -23.065
H -22.581 -0.241 -20.614
H -21.774 1.216 -21.065
C -20.728 8.478 -23.905
C -20.874 6.962 -23.867
C -21.806 6.554 -22.729
O -22.893 5.916 -23.266
C -22.727 5.752 -24.574
O -23.351 5.067 -25.311
O -21.626 6.337 -24.923
H -20.558 8.864 -22.899
H -21.652 8.982 -24.184
H -20.032 8.830 -24.667
H -19.883 6.507 -23.880
H -22.094 7.438 -22.161
H -21.274 5.869 -22.069
C -23.914 2.020 -15.300
C -22.710 3.075 -15.377
C -22.943 4.435 -15.930
O -22.428 5.406 -15.042
C -22.043 4.737 -13.956
O -21.620 5.251 -12.942
O -22.370 3.420 -14.028
H -23.574 1.079 -14.869
H -24.118 1.910 -16.365
H -24.837 2.415 -14.876
H -21.831 2.672 -15.880
H -24.008 4.512 -16.150
H -22.476 4.546 -16.909
C -29.388 0.089 -25.139
C -28.329 0.233 -23.931
C -28.707 1.193 -22.785
O -28.612 0.329 -21.694
C -28.331 -0.903 -21.982
O -28.161 -1.777 -21.153
O -28.086 -1.024 -23.281
H -30.258 -0.521 -24.895
H -28.878 -0.596 -25.816
H -29.697 0.992 -25.666
H -27.379 0.654 -24.262
H -29.773 1.420 -22.827
H -28.153 2.106 -22.571
```

=====

# 2
Below is a 2-piece molecular cluster, C17H19N overall, with properties calculated with ωB97M-V/def2-TZVPD.

For the energy relative to the best compared isomer or geometry (same formula, charge and spin), the calculation gives 74.80 kcal per mole. The charge is 0. As for the SMILES: Cc1c[nH]c2ccccc12.CCc1ccccc1. As for the molar mass: 237.35 g/mol. Its gap between HOMO and LUMO is 8.25 eV. The largest force on an atom comes out at 0.1159 hartree/bohr. The total energy comes out at -713.8431 Eh.

```
37
C17H19N | the Open Molecules 2025 dataset | ωB97M-V/def2-TZVPD
C 5.377 1.605 -0.221
C 3.834 1.593 -0.400
C 3.030 2.335 -1.299
N 1.752 1.830 -1.292
C 1.773 0.703 -0.444
C 0.733 -0.181 -0.113
C 1.055 -1.144 0.810
C 2.358 -1.441 1.159
C 3.403 -0.576 0.829
C 3.101 0.482 0.041
H 5.807 2.543 -0.598
H 5.781 0.909 -0.839
H 5.855 1.502 0.740
H 3.160 3.435 -1.766
H 0.995 2.169 -1.791
H -0.213 -0.124 -0.467
H 0.269 -1.611 1.237
H 2.471 -2.259 1.893
H 4.381 -0.648 1.344
C -4.383 0.659 -1.386
C -2.899 0.275 -1.433
C -2.452 -0.647 -0.314
C -2.754 -1.930 -0.303
C -2.810 -2.673 0.931
C -2.586 -2.037 2.103
C -2.368 -0.634 2.162
C -2.213 0.084 0.976
H -5.084 0.263 -0.669
H -4.886 0.302 -2.268
H -4.473 1.748 -1.213
H -2.573 -0.262 -2.422
H -2.284 1.288 -1.525
H -2.853 -2.483 -1.208
H -3.092 -3.652 0.709
H -2.650 -2.500 3.084
H -2.372 -0.162 3.055
H -2.191 1.236 0.902
```

=====

# 3
Below is C49H45N4O7PdS3 as an isolated structure, with properties calculated with ωB97M-V/def2-TZVPD.

The charge is -1. As for the molar mass: 1004.54 g/mol. Its gap between HOMO and LUMO is 5.59 eV. The largest force on an atom comes out at 0.0232 hartree/bohr. The total energy comes out at -3962.3537 Eh.

```
109
C49H45N4O7PdS3 | the Open Molecules 2025 dataset | ωB97M-V/def2-TZVPD
Pd 0.204 -0.369 0.434
C -1.977 0.645 8.430
C -1.411 0.523 7.040
C -2.185 0.769 5.913
C -1.642 0.643 4.640
C -0.311 0.299 4.487
C 0.470 0.032 5.603
C -0.079 0.148 6.868
S 0.401 0.019 2.812
O 1.495 -0.929 3.124
C 1.153 1.681 2.761
C 0.328 2.810 2.964
C 0.836 4.067 2.859
C 2.192 4.272 2.513
C 2.724 5.569 2.338
C 4.034 5.749 1.992
C 4.871 4.632 1.815
C 4.384 3.364 1.980
C 3.030 3.146 2.322
C 2.483 1.833 2.456
C 3.405 0.670 2.308
C 4.193 0.295 3.434
C 4.064 0.945 4.685
C 4.789 0.531 5.768
C 5.693 -0.543 5.654
C 5.846 -1.182 4.456
C 5.095 -0.792 3.323
C 5.198 -1.469 2.089
C 4.419 -1.110 1.030
C 3.516 -0.031 1.127
S 2.308 0.375 -0.182
O 2.525 1.822 -0.438
C 3.134 -0.483 -1.532
C 3.839 0.230 -2.485
C 4.389 -0.442 -3.568
C 4.245 -1.821 -3.702
C 4.791 -2.524 -4.916
C 3.535 -2.517 -2.729
C 2.966 -1.853 -1.656
H -3.046 0.855 8.408
H -1.482 1.456 8.969
H -1.816 -0.273 8.998
H -3.225 1.052 6.032
H -2.255 0.807 3.760
H 1.500 -0.270 5.455
H 0.531 -0.059 7.741
H -0.714 2.668 3.210
H 0.209 4.934 3.032
H 2.062 6.419 2.461
H 4.429 6.747 1.845
H 5.906 4.784 1.535
H 5.031 2.511 1.824
H 3.369 1.770 4.780
H 4.668 1.026 6.723
H 6.253 -0.866 6.523
H 6.538 -2.010 4.358
H 5.898 -2.293 1.999
H 4.495 -1.651 0.099
H 3.933 1.303 -2.373
H 4.917 0.107 -4.341
H 5.863 -2.350 -5.025
H 4.299 -2.129 -5.803
H 4.610 -3.597 -4.863
H 3.406 -3.589 -2.827
H 2.359 -2.380 -0.933
C 0.381 -5.223 -0.174
N 0.102 -4.150 0.760
C 1.237 -3.546 1.451
C -1.016 -3.373 0.663
O -1.129 -2.293 1.236
N -2.052 -3.882 -0.132
C -2.661 -5.146 0.226
C -3.007 -2.873 -0.567
H 1.398 -5.123 -0.558
H -0.305 -5.173 -1.017
H 0.299 -6.204 0.307
H 2.132 -4.142 1.281
H 1.051 -3.474 2.520
H 1.391 -2.521 1.091
H -1.937 -5.803 0.703
H -3.049 -5.639 -0.669
H -3.498 -5.002 0.924
H -2.470 -1.952 -0.790
H -3.763 -2.658 0.198
H -3.496 -3.236 -1.474
O -1.648 -0.125 -1.524
C -0.844 -0.660 -2.315
O 0.118 -1.404 -2.009
C -1.108 -0.387 -3.790
C -2.385 -0.023 -4.202
C -2.649 0.268 -5.533
C -1.632 0.239 -6.464
C -0.351 -0.112 -6.050
C -0.083 -0.444 -4.723
N 0.707 -0.140 -7.030
O 0.417 0.013 -8.206
O 1.849 -0.309 -6.651
H -3.166 0.029 -3.455
H -3.653 0.528 -5.845
H -1.799 0.489 -7.501
H 0.912 -0.740 -4.419
S -1.664 3.557 -1.339
C -2.925 2.856 -0.409
C -2.396 2.027 0.524
N -1.031 1.948 0.533
C -0.511 2.695 -0.385
H -3.959 3.082 -0.609
H -2.966 1.436 1.227
H 0.552 2.790 -0.565
```